1.
ORCA calculation (the ωB97M-V functional and the def2-TZVPD basis) on a structure of composition C42H57N5O3S4SeSn.

Output
* gap between HOMO and LUMO (alpha / beta): 4.70 / 4.34 eV
* E: -172590.9252 eV
* total charge: 0
* energy above the lowest of the compared OMol25 structures with the same formula, charge and spin: 0.000 eV
* HOMO (alpha / beta): -0.26012 / -0.25893 hartree
* 2S+1: 1

Structure (XYZ):
```
113
Properties=species:S:1:pos:R:3:forces:R:3
Sn -1.432 -1.191 1.195 0.39 1.00 -1.01
C -4.463 0.665 0.825 0.16 0.19 0.18
N -3.935 -0.462 0.072 0.12 -0.13 -0.03
C -4.828 -1.605 0.204 0.01 -0.24 0.08
C -3.792 -0.119 -1.340 0.34 0.10 -0.30
C -2.566 0.740 -1.636 -0.39 -0.11 0.18
N -1.304 0.070 -1.345 -0.03 -0.27 0.24
C -0.223 1.045 -1.432 0.52 0.05 0.17
C -0.337 2.260 -0.559 -0.06 -0.13 0.46
C -0.055 3.481 -1.133 -0.06 0.28 0.22
C -0.044 4.657 -0.390 0.13 -0.08 0.16
C -0.234 4.539 0.981 0.16 0.10 -0.53
C -0.480 3.339 1.627 -0.20 -0.72 -0.28
C -0.648 2.159 0.833 0.73 1.78 -0.94
O -1.136 1.080 1.326 -0.94 -2.90 1.09
C -0.629 3.401 3.146 -0.06 0.04 0.15
C -0.663 2.039 3.835 -0.08 -0.01 0.00
C 0.571 4.168 3.736 -0.18 -0.08 -0.04
C -1.935 4.137 3.485 0.19 -0.10 0.02
C 0.218 5.983 -1.081 0.01 0.09 -0.07
C 0.199 7.164 -0.107 0.02 -0.22 -0.20
C 1.595 5.936 -1.760 -0.23 0.08 0.10
C -0.872 6.218 -2.135 0.18 0.05 0.14
C -1.049 -0.996 -2.313 -0.15 -0.28 -0.05
C 0.265 -1.711 -2.171 -0.07 -0.25 0.35
C 1.208 -1.597 -3.165 0.23 -0.16 0.03
C 2.345 -2.403 -3.187 0.06 -0.09 0.21
C 2.543 -3.250 -2.098 -0.18 0.09 -0.53
C 1.636 -3.400 -1.054 -0.64 0.04 -0.08
C 0.423 -2.646 -1.103 1.37 0.21 -1.37
O -0.539 -2.787 -0.265 -1.79 0.48 1.87
C 1.934 -4.510 -0.042 0.08 -0.14 0.12
C 1.776 -5.856 -0.773 0.05 0.16 0.13
C 1.005 -4.539 1.172 -0.06 0.03 -0.07
C 3.375 -4.373 0.486 -0.18 0.05 -0.08
C 3.163 -2.477 -4.467 0.10 0.01 -0.14
C 3.685 -1.093 -4.875 -0.10 -0.22 0.05
C 4.371 -3.412 -4.370 -0.25 0.15 0.03
C 2.219 -3.031 -5.550 0.21 0.08 0.06
H -5.430 1.003 0.427 0.00 -0.05 -0.05
H -3.751 1.485 0.801 0.02 0.13 0.03
H -4.597 0.376 1.865 0.00 0.00 0.08
H -5.804 -1.414 -0.264 0.04 -0.03 0.00
H -4.992 -1.819 1.260 -0.02 -0.01 0.02
H -4.369 -2.481 -0.258 -0.08 -0.02 -0.02
H -4.684 0.425 -1.695 0.07 -0.15 0.03
H -3.721 -1.052 -1.903 -0.12 0.05 -0.01
H -2.602 1.645 -1.027 0.00 0.01 -0.10
H -2.605 1.049 -2.698 0.03 -0.02 0.17
H -0.114 1.382 -2.478 -0.04 -0.04 0.02
H 0.702 0.517 -1.176 -0.33 0.15 -0.20
H 0.149 3.512 -2.195 0.00 -0.01 -0.11
H -0.185 5.431 1.580 -0.01 0.12 0.09
H 0.216 1.453 3.578 0.10 -0.10 -0.03
H -1.544 1.475 3.548 0.01 -0.03 0.00
H -0.685 2.173 4.915 0.05 0.11 0.15
H 1.504 3.739 3.375 0.10 -0.02 -0.01
H 0.557 4.098 4.822 -0.02 0.01 0.14
H 0.555 5.223 3.476 0.05 0.10 -0.04
H -2.784 3.574 3.103 -0.13 -0.03 -0.04
H -1.956 5.133 3.048 -0.01 0.10 -0.05
H -2.043 4.233 4.564 -0.05 0.02 0.16
H 0.973 7.059 0.649 0.07 0.03 0.14
H -0.769 7.245 0.382 -0.09 0.05 0.12
H 0.382 8.087 -0.651 0.02 0.12 -0.06
H 2.371 5.761 -1.018 0.12 -0.02 0.06
H 1.798 6.880 -2.261 0.08 0.14 -0.11
H 1.643 5.139 -2.496 0.04 -0.09 -0.11
H -1.852 6.235 -1.664 -0.15 0.01 0.04
H -0.871 5.436 -2.888 -0.01 -0.12 -0.13
H -0.710 7.171 -2.633 -0.01 0.17 -0.14
H -1.122 -0.590 -3.337 -0.04 -0.03 0.09
H -1.827 -1.751 -2.174 -0.02 0.01 -0.16
H 1.017 -0.906 -3.974 -0.05 0.04 -0.13
H 3.420 -3.877 -2.097 0.11 -0.08 0.01
H 0.742 -5.988 -1.084 -0.10 -0.03 -0.06
H 2.042 -6.678 -0.111 0.04 -0.12 0.09
H 2.407 -5.903 -1.659 0.07 -0.04 -0.06
H -0.018 -4.734 0.871 -0.07 0.01 0.01
H 1.023 -3.596 1.715 -0.02 0.07 0.09
H 1.309 -5.332 1.854 0.16 -0.08 0.04
H 4.118 -4.601 -0.274 0.11 0.02 -0.08
H 3.536 -5.056 1.318 0.00 -0.12 0.06
H 3.559 -3.360 0.848 0.04 0.04 0.05
H 4.371 -0.720 -4.117 0.09 0.10 0.06
H 2.881 -0.373 -4.996 -0.10 0.11 -0.02
H 4.219 -1.166 -5.819 0.08 0.05 -0.13
H 5.089 -3.045 -3.640 0.12 -0.04 0.13
H 4.861 -3.449 -5.341 0.09 -0.01 -0.05
H 4.075 -4.425 -4.108 0.01 -0.13 0.05
H 1.408 -2.340 -5.759 -0.10 0.07 -0.03
H 1.784 -3.972 -5.219 -0.03 -0.10 0.00
H 2.767 -3.208 -6.473 0.06 -0.01 -0.18
O -7.027 -4.218 4.595 -0.27 -0.13 0.14
C -5.980 -3.784 4.228 0.29 0.26 -0.28
S -4.722 -4.749 3.443 0.22 -0.02 -0.21
C -3.503 -3.485 3.284 0.39 -1.01 -0.29
C -3.870 -2.223 3.750 -0.12 0.97 0.60
S -2.890 -0.866 3.727 0.11 -0.23 -0.27
S -5.508 -2.076 4.380 0.12 0.18 -0.09
S -2.055 -3.841 2.537 -0.15 0.39 -0.04
Se 2.885 -0.603 -0.247 0.44 0.31 0.24
N 3.866 -0.654 1.198 0.75 0.06 0.48
C 3.065 -0.817 2.250 -0.40 -0.02 -0.82
C 3.417 -0.921 3.608 -0.25 -0.11 0.53
C 2.392 -1.096 4.504 0.72 0.06 -0.10
C 1.053 -1.207 4.065 -0.42 -0.04 -0.31
N 0.693 -1.119 2.811 -0.82 -0.10 0.21
C 1.667 -0.897 1.918 1.14 0.33 -0.85
N 1.403 -0.751 0.630 -1.26 -0.13 0.58
H 4.453 -0.873 3.908 0.03 0.04 0.07
H 2.603 -1.168 5.560 -0.04 -0.04 0.07
H 0.247 -1.380 4.765 0.00 -0.02 0.15
```
Positions in Å, forces in eV/Å.

---

2.
ORCA calculation (the ωB97M-V functional and the def2-TZVPD basis) on the ion C5H11BClN4O with charge +1.

Output
* gap between HOMO and LUMO: 9.55 eV
* E: -26562.9998 eV
* structure (SMILES): NB(O)c1[nH]nc[n+]1CCCCl
* total charge: +1
* HOMO: -0.52234 hartree
* 2S+1: 1

Structure (XYZ):
```
23
Properties=species:S:1:pos:R:3:forces:R:3
N 3.701 -0.875 0.779 -1.86 1.85 -1.07
B 2.567 -0.811 -0.215 1.05 -2.42 -0.81
O 2.517 -1.802 -1.252 -0.99 1.49 2.47
C 1.450 0.378 -0.158 -1.26 2.48 0.16
N 1.847 1.756 -0.251 -2.67 -3.51 0.51
N 0.786 2.624 -0.211 -3.03 -4.69 0.30
C -0.334 1.741 -0.087 2.17 1.41 -0.13
N 0.017 0.336 -0.024 3.93 4.14 -1.10
C -0.803 -0.896 0.142 -0.76 -1.59 1.45
C -2.327 -0.612 0.587 0.05 -0.90 -0.40
C -3.204 0.148 -0.522 -0.31 -0.58 0.54
Cl -4.036 1.587 0.318 0.83 -0.89 -0.95
H 3.276 -0.564 1.680 0.71 -0.12 -0.58
H 4.321 -0.081 0.500 0.07 -0.90 0.54
H 1.661 -2.288 -1.255 0.74 0.58 -0.55
H 2.814 2.110 -0.333 -0.89 -0.30 0.06
H -1.386 2.167 -0.044 1.51 -0.84 0.08
H -0.335 -1.478 1.025 -0.64 1.01 -1.37
H -0.729 -1.628 -0.750 -0.16 1.72 1.04
H -2.794 -1.660 0.736 0.88 1.63 -0.21
H -2.372 -0.116 1.619 0.19 -0.47 -1.68
H -4.075 -0.518 -0.875 1.59 1.14 0.44
H -2.563 0.484 -1.408 -1.14 -0.23 1.26
```
Positions in Å, forces in eV/Å.

---

3.
ORCA calculation (the ωB97M-V functional and the def2-TZVPD basis) on a structure of composition C29H54P2RhSi.

Output
* gap between HOMO and LUMO (alpha / beta): 6.57 / 5.60 eV
* E: -60394.4460 eV
* total charge: +1
* energy above the lowest of the compared OMol25 structures with the same formula, charge and spin: 7.052 eV
* HOMO (alpha / beta): -0.33274 / -0.38937 hartree
* 2S+1: 5

Structure (XYZ):
```
87
Properties=species:S:1:pos:R:3:forces:R:3
Rh -0.139 -0.165 -0.215 1.83 0.96 0.14
C 0.598 0.960 1.856 0.97 -0.67 -0.31
C -0.042 -0.279 2.141 0.44 -0.71 -0.07
C 1.901 -0.780 1.004 -1.59 -0.76 0.19
C 1.829 0.627 1.133 -1.01 0.39 1.19
C 0.675 -1.370 1.543 1.20 0.71 0.85
C 0.212 2.281 2.450 0.58 -0.57 -0.21
H -0.849 2.399 2.560 -0.66 0.06 -0.11
H 0.608 3.120 1.897 0.05 0.22 -0.22
H 0.632 2.322 3.445 0.20 0.17 0.45
C 2.991 1.525 0.871 -0.78 -0.54 -0.09
H 2.839 2.503 1.292 0.09 0.37 0.08
H 3.181 1.621 -0.187 0.15 0.20 -0.35
H 3.844 1.036 1.316 0.55 0.10 0.21
C 3.143 -1.517 0.672 -0.48 0.45 0.00
H 3.809 -1.315 1.497 0.52 -0.13 0.34
H 3.599 -1.133 -0.219 0.32 0.02 -0.51
H 2.991 -2.575 0.571 -0.02 -0.40 -0.10
C 0.422 -2.828 1.816 0.41 0.69 -0.20
H -0.190 -2.951 2.697 -0.23 -0.13 0.25
H 1.365 -3.319 2.001 0.28 -0.27 0.11
H -0.047 -3.335 0.988 -0.23 -0.22 -0.33
C -1.238 -0.468 3.029 4.62 -1.78 0.96
H -0.887 -0.644 4.071 0.39 0.05 1.18
H -1.700 -1.506 3.030 0.91 0.52 0.16
H -1.675 0.537 3.454 -0.28 -0.57 0.18
C -1.228 1.230 -1.640 -0.57 1.77 0.75
C -1.677 1.542 -0.355 -0.01 1.21 -1.13
C -3.023 1.063 0.152 -0.12 -0.67 -1.85
C -3.325 -0.520 -0.176 1.19 0.21 1.35
C -2.025 -1.370 -0.133 -0.89 -0.35 -2.23
C -1.318 -1.560 -1.334 -2.01 -1.70 0.73
C -1.856 -1.002 -2.632 0.81 0.00 -0.21
C -2.144 0.495 -2.588 -0.06 0.17 -0.37
H -3.857 1.626 -0.251 -0.04 0.33 -0.90
H -3.978 -0.705 -1.057 1.01 0.45 0.12
H -2.990 1.433 1.144 -0.64 -0.61 0.64
H -3.206 0.676 -2.358 0.58 0.15 0.01
H -0.446 1.907 -2.089 -0.43 -1.05 0.58
H -1.195 2.378 0.249 -0.59 -1.20 -1.03
H -1.962 0.911 -3.577 -0.13 -0.01 -0.12
H -1.117 -1.185 -3.415 -0.01 -0.08 -0.01
H -0.894 -2.573 -1.409 0.65 0.60 -0.02
H -2.747 -1.561 -2.910 -0.15 -0.12 -0.05
H -3.866 -1.026 0.612 -0.26 0.71 0.03
H -1.871 -2.154 0.626 -0.33 0.69 -0.12
P 3.537 4.614 -1.235 0.15 -0.02 0.06
C 4.683 5.862 -0.487 -0.53 -0.63 -0.09
H 4.579 6.757 -1.098 0.34 0.24 0.19
H 5.696 5.461 -0.509 0.03 0.21 0.06
H 4.372 6.043 0.543 0.17 0.17 -0.05
C 4.284 4.628 -2.927 -0.36 -0.10 0.63
H 4.411 5.673 -3.199 0.12 0.00 -0.40
H 3.626 4.103 -3.619 0.12 0.10 -0.13
H 5.248 4.118 -2.876 -0.04 0.08 -0.15
C 2.110 5.761 -1.500 0.53 -0.61 0.12
H 2.520 6.638 -1.992 -0.39 0.28 -0.12
H 1.703 6.012 -0.519 -0.09 0.14 -0.12
H 1.350 5.260 -2.100 -0.06 0.23 -0.03
P 3.915 -3.644 -2.244 0.03 -0.02 -0.03
C 3.798 -5.365 -1.571 -0.01 0.63 -0.14
H 4.231 -6.028 -2.316 -0.02 -0.37 0.13
H 2.747 -5.604 -1.392 0.10 -0.13 -0.03
H 4.343 -5.420 -0.627 -0.01 -0.13 -0.10
C 3.182 -3.946 -3.916 0.19 0.27 0.78
H 3.739 -4.778 -4.339 -0.27 -0.10 -0.39
H 3.324 -3.035 -4.498 -0.08 -0.14 -0.19
H 2.119 -4.161 -3.809 0.05 -0.08 -0.22
C 5.685 -3.670 -2.792 -0.74 0.23 0.31
H 5.761 -4.452 -3.544 0.44 -0.06 0.00
H 6.331 -3.847 -1.932 0.11 -0.04 -0.17
H 5.905 -2.694 -3.226 0.20 -0.11 -0.05
C -6.428 0.795 3.526 -0.05 0.24 0.69
Si -5.441 -0.494 2.576 -2.86 -0.40 -0.52
C -5.677 -2.340 2.856 0.02 -0.51 0.58
C -6.264 -0.356 0.884 -0.09 0.16 -0.52
C -3.714 -0.233 2.622 6.79 1.32 -0.29
C -2.404 -0.080 2.288 -10.79 0.35 0.41
H -7.521 0.645 3.430 0.57 -0.08 -0.05
H -6.206 1.791 3.096 -0.04 -0.45 0.12
H -6.204 0.859 4.605 -0.04 -0.05 -0.37
H -6.730 -2.664 2.744 0.47 0.28 0.03
H -5.093 -2.866 2.074 -0.24 0.24 0.31
H -5.319 -2.709 3.832 -0.12 0.10 -0.32
H -6.100 0.641 0.446 -0.11 -0.28 -0.05
H -5.889 -1.121 0.185 -0.31 0.31 0.17
H -7.360 -0.502 0.991 0.62 0.09 0.04
```
Positions in Å, forces in eV/Å.

---

4.
ORCA calculation (the ωB97M-V functional and the def2-TZVPD basis) on a cluster of 2 separate species, C3H6N2O2S2 in total.

Output
* gap between HOMO and LUMO: 7.80 eV
* E: -31949.4560 eV
* total charge: 0
* energy above the lowest of the compared OMol25 structures with the same formula, charge and spin: 3.364 eV
* HOMO: -0.33848 hartree
* 2S+1: 1

Structure (XYZ):
```
15
Properties=species:S:1:pos:R:3:forces:R:3
C -3.571 0.105 -0.424 -0.44 0.70 -3.02
C 1.640 -1.545 0.486 0.21 0.07 0.33
C 0.938 1.069 -0.309 1.48 -0.67 0.45
N -2.564 -0.264 0.265 -0.34 0.50 1.46
N -1.797 -0.530 1.051 0.09 -0.15 -0.04
O 3.311 -0.140 -1.021 -1.43 -0.13 0.87
O 2.946 0.674 1.261 0.40 -0.22 1.36
S 0.182 -1.933 -0.018 0.66 -0.84 -0.06
S 2.399 0.049 0.106 -0.15 0.87 -1.90
H -3.414 0.105 -1.548 -0.32 -0.20 1.66
H -4.339 0.761 -0.004 0.49 -0.53 0.17
H 2.275 -2.155 1.142 -0.14 0.12 -0.26
H 1.234 1.643 -1.146 -0.09 0.50 -1.00
H 0.066 0.495 -0.366 -0.95 -0.99 -1.14
H 0.694 1.666 0.525 0.53 0.98 1.13
```
Positions in Å, forces in eV/Å.